CH6S2 | ωB97M-V/def2-TZVPD

Cartesian coordinates (Å):
S: 0.4547 -0.9312 0.6733
H: -0.4632 -0.1827 -2.0627
H: -0.3316 1.1523 1.4318
H: -2.0645 -1.3282 -2.6944
H: 1.2039 -0.4302 -0.3631
H: 0.5386 0.2683 2.7415
C: 0.5495 0.5857 1.6953
S: -1.4255 -0.1730 -3.0362
H: 1.5380 1.0390 1.6146

As for the charge: -1. The calculation puts the gap between HOMO and LUMO (spin up / spin down) at 2.5559 / 8.4399 eV. The molar mass comes out at 82.19 g/mol. Its spin multiplicity is 2. Its HOMO energy (spin up / spin down) is 0.0371 / -0.1808 Eh. Its calculated total energy is -22803.2303 eV. For the energy relative to the best compared isomer or geometry (same formula, charge and spin), the calculation gives 31.02 kcal per mole.

Results of the Mulliken charge analysis, in e, for atoms 1 through 2: -0.34 0.26

CH6S2 | ωB97M-V/def2-TZVPD

Cartesian coordinates (Å):
S: -0.7023 -0.4214 1.7277
H: -2.9677 -1.3543 0.5166
H: 1.8421 1.6645 -0.7836
H: -0.3545 -1.1014 2.8320
H: 1.6559 0.2319 -1.8086
S: -1.7195 -1.8328 0.6592
H: 0.7471 0.4238 -0.2662
H: 0.3701 1.4644 -1.7205
C: 1.1289 0.9252 -1.1567

As for the charge: 0. Its SMILES is SS.C. The calculation puts the gap between HOMO and LUMO at 9.5752 eV. The molar mass comes out at 82.19 g/mol. Its spin multiplicity is 1. Its HOMO energy is -0.3397 Eh. Its calculated total energy is -22804.4167 eV. For the energy relative to the best compared isomer or geometry (same formula, charge and spin), the calculation gives 4.91 kcal per mole.

Results of the Mulliken charge analysis, in e, for atoms 1 through 2: -0.23 0.16

Among the records above, which one has the lowest energy relative to the best compared isomer or geometry (same formula, charge and spin)?
number 2

Which formula does entry 2 have?
CH6S2

The highest energy relative to the best compared isomer or geometry (same formula, charge and spin) belongs to which entry?
number 1

Number 2 is which compound?
CH6S2